ORCA calculation (ωB97M-V/def2-TZVPD) on 11 unconnected molecules or ions with the total composition C52H76F4O14 at a distorted geometry.

Bonds (Å) are listed after each position.
Atoms and positions in Å:
1 H 1.18 1.21 -4.45  C99 1.097
2 C 1.39 5.00 -0.76  C38 1.409, H63 1.050, C84 1.414
3 C -2.57 -3.74 -5.88  C95 1.381, C135 1.381, H141 1.170
4 H 2.81 0.60 -4.76  C99 1.080
5 H 3.28 1.63 -0.18  C115 1.077
6 H 2.62 -0.47 -1.23  C113 1.074
7 H 4.89 2.88 6.23  C105 1.059
8 H 2.69 3.15 -4.37  C81 1.123
9 H 0.45 -4.56 5.65  C119 1.072
10 H 1.30 3.10 3.25  C57 1.088
11 H -4.07 -0.87 -0.38  C31 1.129
12 H 0.38 1.33 0.69  C19 1.078
13 C 1.99 -1.53 -2.94  H40 1.041, C91 1.353, C113 1.404
14 C -3.76 5.54 -1.19  H54 1.162, H76 1.084, H122 1.111, C126 1.502
15 H 5.61 -1.33 0.96  C89 1.097
16 H -0.46 -1.33 -7.82  C103 1.084
17 F 2.39 -4.98 -3.57  C34 1.340
18 O 0.32 -2.56 5.62  C90 1.376, C119 1.419
19 C -0.55 1.70 1.09  H12 1.078, H46 1.092, C74 1.579, H133 1.072
20 C -1.50 -4.06 4.91  H32 1.072, H92 1.090, H112 1.070, C119 1.542
21 H -1.01 2.93 -0.58  C74 1.051
22 O -1.74 1.02 -0.97  C70 1.323, C74 1.416
23 C -0.39 -6.36 -1.90  H65 1.084, C100 1.518, H139 1.109, H146 1.098
24 C -2.03 -0.01 -3.06  H47 1.138, C70 1.540, H75 1.062, H120 1.086
25 H 0.40 4.67 2.95  C57 1.112
26 O 1.61 0.76 -6.45  C78 1.360, C99 1.453
27 H 4.01 1.45 6.08  C105 1.079
28 H -4.66 8.20 2.19  C83 1.099
29 H -3.33 -8.24 1.50  C110 1.110
30 H 3.22 2.87 -6.03  C81 1.108
31 C -3.93 -1.13 0.71  H11 1.129, C53 1.491, H56 1.106, O82 1.404
32 H -1.83 -3.33 4.20  C20 1.072
33 H -3.63 -3.25 -2.61  C125 1.089
34 C 2.50 -3.80 -2.94  F17 1.340, C91 1.346, C98 1.381
35 O -2.44 -2.60 -0.83  C132 1.197
36 O -1.19 2.20 -2.84  C70 1.194
37 H -4.28 6.01 3.33  C86 1.080
38 C 2.41 4.95 0.21  C2 1.409, H39 1.093, C72 1.390
39 H 2.79 5.84 0.72  C38 1.093
40 H 1.49 -0.67 -3.26  C13 1.041
41 O -1.08 -6.34 2.02  C138 1.186
42 O 1.75 3.08 6.67  C80 1.197
43 H -4.43 -0.71 2.74  C53 1.097
44 O 0.41 -1.70 3.56  C90 1.205
45 O -2.08 5.98 0.42  C126 1.191
46 H -0.98 0.89 1.69  C19 1.092
47 H -1.01 -0.39 -3.40  C24 1.138
48 C -4.83 -3.05 -4.29  C62 1.417, C125 1.394, H145 1.092
49 H 2.30 5.55 4.15  C97 1.096
50 C 4.28 -0.09 2.02  H59 1.086, C89 1.359, C128 1.367
51 H 1.20 0.53 4.73  C73 1.120
52 H 3.82 3.62 1.23  C72 1.081
53 C -4.50 -0.23 1.75  C31 1.491, H43 1.097, H124 1.151, H129 1.105
54 H -4.11 6.39 -1.91  C14 1.162
55 H 7.50 0.17 1.25  C108 1.089
56 H -4.30 -2.16 0.80  C31 1.106
57 C 0.78 3.94 3.71  H10 1.088, H25 1.112, H79 1.066, C97 1.555
58 C 1.80 2.69 -1.21  C84 1.410, C115 1.385, F123 1.364
59 H 3.46 -0.80 1.99  C50 1.086
60 C 3.08 -2.58 -1.07  C98 1.367, C113 1.377, H114 1.094
61 O 0.78 -1.07 -5.47  C78 1.216
62 C -4.87 -3.14 -5.71  C48 1.417, F93 1.349, C95 1.365
63 H 0.85 5.90 -0.87  C2 1.050
64 H 0.24 -5.76 0.08  C100 1.088
65 H 0.23 -7.22 -2.12  C23 1.084
66 H 0.19 -2.34 -0.34  C69 1.104
67 H -3.91 -3.52 -7.53  C95 1.073
68 H 3.94 2.28 7.62  C105 1.077
69 C -0.48 -2.10 0.51  H66 1.104, H101 1.063, H106 1.076, C132 1.506
70 C -1.57 1.23 -2.27  O22 1.323, C24 1.540, O36 1.194
71 H 1.27 5.09 5.46  C97 1.087
72 C 3.11 3.77 0.43  C38 1.390, H52 1.081, C115 1.408
73 C 0.55 -0.15 5.34  H51 1.120, C90 1.474, H102 1.059, H144 1.087
74 C -1.48 2.11 -0.11  C19 1.579, H21 1.051, O22 1.416, H111 1.107
75 H -2.55 -0.74 -2.48  C24 1.062
76 H -4.66 5.01 -0.89  C14 1.084
77 H 7.25 2.36 2.41  C107 1.099
78 C 0.88 -0.38 -6.46  O26 1.360, O61 1.216, C103 1.499
79 H 0.07 3.63 4.43  C57 1.066
80 C 2.79 3.16 6.09  O42 1.197, O104 1.304, C105 1.493
81 C 2.38 2.66 -5.33  H8 1.123, H30 1.108, C99 1.467, H137 1.091
82 O -2.56 -1.17 0.98  C31 1.404, C132 1.394
83 C -3.77 7.59 1.96  H28 1.099, C86 1.519, O109 1.457, H143 1.060
84 C 1.09 3.87 -1.54  C2 1.414, C58 1.410, H142 1.071
85 C 5.15 2.00 2.84  C107 1.399, H121 1.086, C128 1.373
86 C -3.41 6.56 3.02  H37 1.080, C83 1.519, H96 1.098, H131 1.139
87 H -1.92 -9.31 1.02  C110 1.137
88 H 0.54 -3.79 4.07  C119 1.079
89 C 5.48 -0.35 1.44  H15 1.097, C50 1.359, C108 1.362
90 C 0.46 -1.50 4.75  O18 1.376, O44 1.205, C73 1.474
91 C 1.91 -2.74 -3.53  C13 1.353, C34 1.346, H117 1.112
92 H -1.65 -5.08 4.58  C20 1.090
93 F -6.10 -2.92 -6.22  C62 1.349
94 H 0.07 0.36 -8.26  C103 1.077
95 C -3.80 -3.53 -6.46  C3 1.381, C62 1.365, H67 1.073
96 H -2.96 6.85 3.97  C86 1.098
97 C 1.81 4.68 4.61  H49 1.096, C57 1.555, H71 1.087, O104 1.412
98 C 3.10 -3.79 -1.70  C34 1.381, C60 1.367, H127 1.065
99 C 2.03 1.25 -5.14  H1 1.097, H4 1.080, O26 1.453, C81 1.467
100 C -0.66 -6.07 -0.44  C23 1.518, H64 1.088, O116 1.420, H136 1.089
101 H -0.21 -1.12 0.82  C69 1.063
102 H 0.99 -0.27 6.30  C73 1.059
103 C 0.33 -0.59 -7.84  H16 1.084, C78 1.499, H94 1.077, H140 1.075
104 O 2.91 3.91 5.03  C80 1.304, C97 1.412
105 C 4.00 2.42 6.56  H7 1.059, H27 1.079, H68 1.077, C80 1.493
106 H -0.41 -2.78 1.34  C69 1.076
107 C 6.39 1.69 2.27  H77 1.099, C85 1.399, C108 1.368
108 C 6.52 0.52 1.58  H55 1.089, C89 1.362, C107 1.368
109 O -4.14 6.93 0.72  C83 1.457, C126 1.383
110 C -2.28 -8.49 1.72  H29 1.110, H87 1.137, H118 1.062, C138 1.523
111 H -2.44 2.43 0.34  C74 1.107
112 H -1.93 -3.90 5.88  C20 1.070
113 C 2.55 -1.45 -1.66  H6 1.074, C13 1.404, C60 1.377
114 H 3.61 -2.48 -0.12  C60 1.094
115 C 2.75 2.57 -0.22  H5 1.077, C58 1.385, C72 1.408
116 O -1.15 -7.31 0.05  C100 1.420, C138 1.361
117 H 1.30 -2.93 -4.44  C91 1.112
118 H -2.21 -8.79 2.74  C110 1.062
119 C 0.02 -3.81 5.02  H9 1.072, O18 1.419, C20 1.542, H88 1.079
120 H -2.66 0.38 -3.86  C24 1.086
121 H 5.01 2.87 3.47  C85 1.086
122 H -3.05 4.80 -1.60  C14 1.111
123 F 1.50 1.59 -1.96  C58 1.364
124 H -3.91 0.76 1.87  C53 1.151
125 C -3.60 -3.34 -3.69  H33 1.089, C48 1.394, C135 1.404
126 C -3.20 6.15 0.06  C14 1.502, O45 1.191, O109 1.383
127 H 3.50 -4.69 -1.30  C98 1.065
128 C 4.12 1.10 2.67  C50 1.367, C85 1.373, F130 1.357
129 H -5.59 -0.03 1.71  C53 1.105
130 F 2.89 1.42 3.14  C128 1.357
131 H -2.74 5.76 2.56  C86 1.139
132 C -1.92 -2.01 0.08  O35 1.197, C69 1.506, O82 1.394
133 H -0.31 2.54 1.71  C19 1.072
134 H -1.60 -4.05 -4.04  C135 1.072
135 C -2.50 -3.69 -4.50  C3 1.381, C125 1.404, H134 1.072
136 H -1.39 -5.27 -0.31  C100 1.089
137 H 1.51 3.13 -5.78  C81 1.091
138 C -1.42 -7.28 1.38  O41 1.186, C110 1.523, O116 1.361
139 H -1.37 -6.41 -2.41  C23 1.109
140 H 1.16 -0.92 -8.45  C103 1.075
141 H -1.62 -4.04 -6.48  C3 1.170
142 H 0.32 3.84 -2.28  C84 1.071
143 H -2.89 8.16 1.79  C83 1.060
144 H -0.47 0.22 5.44  C73 1.087
145 H -5.75 -2.72 -3.82  C48 1.092
146 H 0.16 -5.51 -2.34  C23 1.098

Results
Highest occupied orbital energy = -8.88 eV
E = -94691.4353 eV
Orbital gap = 9.46 eV
Structure (SMILES) = CCOC(C)=O.CCOC(C)=O.CCOC(C)=O.CCOC(C)=O.CCOC(C)=O.CCOC(C)=O.CCOC(C)=O.Fc1ccccc1.Fc1ccccc1.Fc1ccccc1.Fc1ccccc1
Charge = 0
Relative energy (zero: lowest compared OMol25 entry of this formula, charge and spin) = 28.7 kcal per mole